1.
{"formula": "C4H9NO", "method": "ωB97M-V/def2-TZVPD", "species": ["C", "C", "C", "C", "N", "O", "H", "H", "H", "H", "H", "H", "H", "H", "H"], "xyz": [[-0.8159, 0.9821, 2.0449], [-0.7608, -0.0154, -1.7059], [1.5834, -1.2283, -1.3523], [0.0839, -1.1573, -1.0890], [-0.8157, 1.8222, 3.0257], [-0.5700, -2.0008, -0.5311], [0.0711, 0.3478, 2.1990], [-0.4918, 0.8678, -1.1932], [-0.5586, -0.2768, -2.7256], [-1.7145, -0.1913, -1.3514], [2.0664, -0.6981, -0.5274], [1.8049, -2.2136, -1.3885], [1.8739, -0.7086, -2.3204], [-1.5322, 2.5318, 3.0515], [-0.2241, 1.9385, 3.8639]], "atomic_forces_ev_per_a": [[0.6, -0.4, -0.4], [2.6, -1.9, 1.0], [-1.2, 3.6, -0.7], [-1.7, 0.9, -0.6], [-0.4, 1.3, 1.2], [1.0, -1.1, 0.6], [0.0, -0.3, 0.0], [0.9, 1.6, -0.6], [-0.4, 1.3, -1.0], [-2.2, -0.6, 0.1], [0.2, -0.2, -0.1], [1.2, -3.1, 0.1], [-0.5, -0.6, 1.2], [-0.3, 0.0, -0.1], [0.2, -0.7, -0.7]], "mulliken_charge": [-0.3165, -1.0564, -1.0297, 0.7194, -0.2214, -0.5448, 0.0789, 0.3024, 0.4160, 0.2875, 0.2497, 0.3680, 0.2882, 0.2461, 0.2126], "lumo_ev": 0.91, "charge": 0, "energy_ev": -7828.25040, "de_lowest_ev": 4.070}

2.
{"formula": "C3H4Ag4Br2O3", "method": "ωB97M-V/def2-TZVPD", "species": ["Ag", "Ag", "Ag", "Ag", "C", "O", "O", "O", "Br", "C", "C", "Br", "H", "H", "H", "H"], "xyz": [[-1.7994, -2.6132, -5.5870], [0.5520, -2.7058, -0.5442], [5.2774, -0.1935, 0.3420], [3.9271, -3.2539, -5.4925], [2.6651, 0.1765, -3.0262], [1.7520, -0.5253, -3.5478], [3.8170, -0.1086, -3.1707], [2.3558, 0.4149, -1.8411], [-0.8685, -0.5501, 3.7504], [-2.4464, 0.6893, 3.5678], [-2.2299, 1.4861, 2.2280], [-3.6662, 2.7319, 1.9740], [-2.4054, 1.2241, 4.5167], [-3.4229, 0.2127, 3.4820], [-2.2127, 0.9857, 1.2598], [-1.2951, 2.0292, 2.0889]], "atomic_forces_ev_per_a": [[0.1, 0.1, 0.0], [0.1, 0.4, -0.2], [-0.3, 0.3, -0.5], [-0.2, 0.5, 0.2], [-1.7, -5.2, 3.1], [-2.3, 0.1, -3.0], [6.1, 0.7, -2.9], [-1.9, 3.1, 3.4], [-0.9, 0.2, -0.2], [0.8, 0.3, -1.7], [0.5, 0.2, 0.3], [-0.4, 0.4, 0.2], [0.0, 0.5, -0.6], [0.4, -0.6, 0.2], [-0.5, -1.2, 0.6], [0.0, 0.3, 1.1]], "mulliken_charge": [0.7312, 0.5959, 0.9375, 0.7524, 0.6217, -0.5418, -0.5454, -0.5537, -0.2117, -0.5184, -0.6258, -0.1114, 0.3758, 0.3818, 0.3224, 0.3893], "lumo_ev": -8.50, "charge": 2, "energy_ev": -165372.02799, "de_lowest_ev": 9.481}

3.
{"formula": "C10H19AgCl8NiO4", "method": "ωB97M-V/def2-TZVPD", "species": ["Ag", "Ni", "C", "O", "H", "H", "H", "C", "O", "O", "O", "Cl", "C", "C", "Cl", "H", "H", "H", "H", "Cl", "C", "C", "Cl", "H", "H", "H", "H", "Cl", "C", "C", "Cl", "H", "H", "H", "H", "Cl", "C", "C", "Cl", "H", "H", "H", "H"], "xyz": [[20.1035, -9.3313, -0.8945], [19.1918, -6.1577, -1.3621], [17.2904, -8.2507, 0.3948], [18.4237, -7.8930, -0.2973], [17.5596, -8.4794, 1.4260], [16.6035, -7.4043, 0.3827], [16.8739, -9.1174, -0.1184], [20.8601, -7.4813, -2.8195], [19.8670, -6.8371, -3.1678], [20.9058, -8.7516, -2.8903], [20.9209, -7.2196, -1.5971], [12.1447, -9.5873, 0.7151], [13.5803, -8.6083, 0.3584], [13.1713, -7.1918, -0.0155], [12.3181, -6.3723, 1.2935], [14.1333, -9.1871, -0.3814], [14.2200, -8.4790, 1.2314], [12.4357, -7.2834, -0.8146], [13.9108, -6.4751, -0.3727], [19.0566, -5.9499, 4.3754], [17.6625, -4.7363, 4.5370], [16.8756, -4.5726, 3.2582], [15.7778, -5.9385, 2.8592], [18.0644, -3.7671, 4.8322], [16.9532, -5.0039, 5.3202], [17.5830, -4.3914, 2.4490], [16.2970, -3.6493, 3.2279], [15.4761, -12.0477, -0.0612], [15.8931, -12.8198, -1.6410], [16.5659, -11.7607, -2.6231], [18.0676, -11.0995, -1.9768], [15.0012, -13.2848, -2.0610], [16.5669, -13.6452, -1.4111], [15.8655, -10.9572, -2.8507], [16.7964, -12.2290, -3.5800], [19.0684, -10.8612, 6.1739], [18.1666, -9.2898, 5.9716], [17.8355, -9.0963, 4.5098], [16.9041, -10.4481, 3.8391], [18.6963, -8.5133, 6.5234], [17.1849, -9.4170, 6.4279], [18.7354, -8.9296, 3.9178], [17.2764, -8.2069, 4.2190]], "atomic_forces_ev_per_a": [[-0.5, -0.2, 0.6], [-0.1, -3.2, 0.3], [-0.9, 0.1, 0.0], [3.4, 2.4, -2.1], [-0.2, -0.1, 0.1], [-0.4, -0.2, 0.2], [-0.5, -0.1, 0.4], [-6.0, -1.9, 2.7], [-2.4, 3.5, -6.3], [2.4, -1.5, -2.6], [5.1, 1.3, 6.8], [0.1, 0.0, 0.2], [0.7, 0.7, 0.5], [-1.0, -0.3, -1.3], [0.0, 0.1, 0.5], [0.0, 0.5, -0.3], [-0.1, -0.7, 0.3], [0.0, 0.2, -0.1], [0.5, -0.6, 0.2], [-1.2, 1.0, 0.2], [-0.4, -0.1, 0.1], [0.7, 0.4, -0.7], [0.4, 0.4, 0.1], [0.4, -0.2, -0.2], [0.5, -0.6, 0.2], [0.0, -0.6, -0.3], [-0.3, -0.2, 0.6], [0.0, -0.2, -0.6], [1.0, 0.9, -0.3], [-1.8, -1.5, 0.3], [0.4, 0.1, 0.2], [-0.1, 0.5, -0.1], [0.2, 0.3, 0.0], [0.2, 0.1, 0.4], [0.2, -0.2, 0.2], [-0.2, 0.8, 0.1], [-1.1, -1.0, 0.1], [1.0, 1.0, -0.9], [0.0, -0.1, -0.1], [0.1, 0.1, -0.6], [0.2, -0.2, 0.5], [0.2, -0.7, 0.0], [-0.3, 0.1, 0.9]], "lowdin_spin": [0.1028, 1.6853, 0.0160, 0.1240, 0.0064, 0.0042, 0.0003, 0.0212, 0.1046, 0.5072, 0.4251, 0.0000, 0.0000, 0.0000, 0.0000, 0.0000, 0.0000, 0.0000, 0.0000, 0.0000, 0.0000, 0.0000, 0.0001, 0.0000, 0.0000, 0.0000, 0.0000, 0.0001, 0.0001, 0.0008, 0.0013, 0.0000, 0.0000, 0.0000, 0.0001, 0.0000, 0.0000, 0.0001, 0.0004, 0.0000, 0.0000, 0.0000, 0.0000], "lumo_ev": [-5.64, -7.50], "multiplicity": 4, "charge": 1, "energy_ev": -164076.50290, "de_lowest_ev": 0.000}

4.
{"formula": "C26H21F3IN2O3", "method": "ωB97M-V/def2-TZVPD", "species": ["F", "C", "F", "F", "C", "C", "C", "C", "C", "C", "C", "C", "C", "C", "C", "C", "C", "H", "H", "H", "H", "H", "H", "H", "H", "H", "H", "C", "N", "C", "O", "C", "I", "C", "C", "C", "C", "C", "C", "C", "O", "N", "C", "C", "O", "H", "H", "H", "H", "H", "H", "H", "H", "H", "H", "H"], "xyz": [[6.1202, 2.9918, 1.5957], [5.7470, 1.8353, 2.2240], [6.4715, 0.8211, 1.6626], [6.1566, 1.9418, 3.5292], [4.2698, 1.5926, 2.1272], [3.7895, 0.2868, 2.0406], [2.4278, 0.0755, 1.9618], [1.4817, 1.1486, 1.9651], [0.1032, 0.7861, 1.8851], [-1.0524, 1.5770, 2.1751], [-2.2898, 0.8690, 2.3384], [-3.5070, 1.5192, 2.4277], [-3.5502, 2.9180, 2.3878], [-2.3555, 3.6463, 2.3170], [-1.1253, 2.9973, 2.2499], [2.0274, 2.4631, 2.0672], [3.3952, 2.6734, 2.1617], [4.4852, -0.5490, 2.0254], [2.0529, -0.9493, 1.9085], [-0.0704, -0.2948, 1.8251], [-2.2476, -0.2195, 2.3805], [-4.4266, 0.9333, 2.5126], [-4.5082, 3.4328, 2.4416], [-2.3834, 4.7406, 2.3130], [-0.2226, 3.5970, 2.2219], [1.3898, 3.3392, 2.0465], [3.7931, 3.6843, 2.2490], [3.2045, -0.5769, -2.2246], [1.9957, -1.0716, -1.6178], [0.9753, -0.1335, -1.3163], [1.1873, 1.0636, -1.5565], [-0.2328, -0.6552, -0.7250], [-1.9552, 0.4955, -1.0215], [-3.3253, -0.5664, -2.3416], [-4.5428, -1.0368, -1.8584], [-5.4329, -1.6498, -2.7598], [-5.0740, -1.7844, -4.1071], [-3.8305, -1.3316, -4.5661], [-2.9403, -0.7209, -3.6675], [-0.4115, -2.0765, -0.5622], [-1.4599, -2.6397, -0.2128], [0.7313, -2.8912, -0.7848], [0.5980, -4.3071, -0.5577], [1.9403, -2.4448, -1.3312], [2.8905, -3.1998, -1.5394], [3.8797, -1.4201, -2.3437], [2.9619, -0.1509, -3.2032], [3.6584, 0.1949, -1.5954], [-4.8005, -0.9208, -0.8070], [-6.4024, -2.0098, -2.4075], [-5.7681, -2.2529, -4.8083], [-3.5456, -1.4443, -5.6141], [-1.9710, -0.3571, -4.0025], [1.5611, -4.7659, -0.7672], [0.3055, -4.4862, 0.4805], [-0.1689, -4.7172, -1.2215]], "atomic_forces_ev_per_a": [[-0.5, -1.1, 0.6], [2.0, 0.3, 0.1], [-0.8, 0.9, 0.5], [-0.6, -0.1, -1.3], [-0.3, -0.3, 0.1], [0.1, 0.0, 0.0], [-0.6, 0.0, -0.1], [1.1, 0.0, -0.4], [0.1, 0.1, 1.5], [-0.8, -0.1, -0.2], [0.5, -0.1, -0.2], [-0.1, 0.0, 0.1], [0.3, -0.4, 0.1], [0.4, 0.0, 0.1], [-0.3, 0.1, -0.3], [-0.1, -0.1, -0.1], [-0.4, 0.1, 0.0], [-0.2, 0.2, 0.0], [0.1, 0.3, -0.1], [0.0, 0.5, 0.0], [-0.1, 0.2, -0.2], [0.3, 0.3, 0.0], [0.2, -0.1, -0.1], [0.0, -0.5, 0.1], [-0.5, -0.1, -0.1], [0.4, -0.3, 0.0], [-0.2, -0.3, -0.1], [0.5, 0.4, -0.4], [-1.0, -0.4, 0.8], [0.8, 0.9, -0.7], [-0.4, -1.1, 0.3], [0.0, -0.3, -0.5], [-0.1, -0.8, -0.4], [0.2, -0.2, -0.2], [-0.1, 0.0, 0.0], [0.5, 0.3, 0.0], [0.1, 0.1, 0.1], [0.0, 0.1, 0.5], [-0.1, 0.0, -0.3], [-0.8, -1.3, 0.4], [0.9, 1.0, -0.3], [0.1, 1.4, -0.2], [-0.3, -0.7, 0.2], [0.5, -0.4, -0.1], [-1.5, 1.2, 0.3], [0.0, 0.1, 0.0], [0.2, 0.0, 0.2], [-0.1, -0.1, -0.2], [0.0, -0.1, -0.3], [0.4, 0.1, -0.1], [0.2, 0.2, 0.3], [-0.1, 0.0, 0.4], [-0.2, -0.1, 0.0], [-0.1, 0.0, 0.1], [0.0, -0.1, -0.2], [0.1, 0.0, 0.2]], "mulliken_charge": [-0.2495, 0.7839, -0.2502, -0.2345, 0.5006, -0.8954, -0.5671, 1.2620, -0.4797, 0.8560, -0.3538, -0.6156, -0.3824, -1.0226, -0.1444, -0.2402, -1.3647, 0.4923, 0.3625, 0.4400, 0.4087, 0.4281, 0.4304, 0.4234, 0.3072, 0.4020, 0.4551, -1.1030, 0.0710, 0.4746, -0.7110, 0.0738, 0.5078, 0.2988, -0.2531, -0.5686, -0.3749, -0.5919, -0.2815, 0.3787, -0.7020, 0.0130, -1.1494, 0.8989, -0.6553, 0.3967, 0.3094, 0.2856, 0.3741, 0.3668, 0.3765, 0.3763, 0.4005, 0.4027, 0.3156, 0.3180], "lumo_ev": -5.99, "charge": 1, "energy_ev": -52670.59620}

Maximum force, record by record: 3.86; 6.82; 8.57; 2.00 eV Å⁻¹